A molecular structure, C38H42Ge2N3SY. Source: OMol25; level of theory: ωB97M-V/def2-TZVPD.

Structure (XYZ):
```
87
Properties=species:S:1:pos:R:3:forces:R:3
Y 0.6025 -0.2328 0.2665 -1.47 1.72 1.01
S 3.2332 0.3390 1.3161 0.07 -0.03 -0.15
C 4.3917 0.0377 0.1122 -0.36 -0.02 0.16
N 4.1953 -0.0336 -1.2060 0.00 -0.16 -0.10
C 5.3916 -0.5065 -1.9082 -0.06 0.13 0.10
C 6.4817 -0.2353 -0.8577 -0.14 -0.07 0.14
N 5.6852 -0.1725 0.3727 0.26 0.07 -0.03
H 3.2646 -0.1449 -1.5734 0.08 0.04 -0.18
H 5.5567 0.0531 -2.8238 -0.03 0.02 -0.05
H 5.2993 -1.5649 -2.1480 0.01 -0.08 0.03
H 6.9936 0.7111 -1.0316 0.00 0.06 -0.04
H 7.2144 -1.0353 -0.8118 0.04 -0.02 0.02
H 6.0512 0.0847 1.2737 0.07 -0.08 -0.01
C -1.6727 1.0668 -0.3123 1.50 -0.03 -0.60
Ge -1.8419 1.7751 1.4315 0.49 0.15 0.22
C -0.8899 0.3358 2.4874 0.08 0.06 0.26
C 0.1571 0.5279 3.3950 0.08 -0.11 -0.02
C 0.7905 -0.5500 4.0220 -0.05 0.10 -0.14
C 0.3864 -1.8447 3.7396 -0.01 -0.05 0.00
C -0.6754 -2.0652 2.8641 0.00 0.06 -0.06
C -1.3109 -0.9857 2.2581 0.15 -0.01 0.02
C -3.5606 1.8411 2.2907 -0.57 -0.04 0.11
C -3.8480 2.6888 3.3629 -0.12 -0.13 0.04
C -5.0931 2.6547 3.9833 0.09 -0.02 -0.08
C -6.0668 1.7685 3.5422 0.02 0.01 -0.01
C -5.7949 0.9159 2.4807 0.08 0.01 -0.03
C -4.5519 0.9532 1.8588 -0.10 0.13 0.08
C -0.7781 3.3810 1.7767 0.18 0.30 0.00
C 0.6146 3.3017 1.6799 -0.01 0.02 -0.10
C 1.4278 4.4277 1.7316 -0.16 -0.01 0.02
C 0.8474 5.6805 1.8834 0.00 0.01 0.01
C -0.5350 5.7933 1.9716 0.02 -0.15 -0.01
C -1.3343 4.6556 1.9145 0.05 0.06 -0.02
H -2.4516 1.3199 -1.0278 -0.16 -0.46 -0.05
H 0.4928 1.5360 3.6092 0.00 -0.01 0.04
H 1.6150 -0.3725 4.7018 -0.02 0.00 -0.01
H 0.8937 -2.6853 4.1960 -0.01 0.01 0.00
H -1.0082 -3.0718 2.6404 0.02 -0.01 0.02
H -2.1197 -1.1718 1.5599 -0.03 0.00 -0.03
H -3.0942 3.3734 3.7361 0.00 -0.02 -0.04
H -5.2993 3.3187 4.8139 0.00 -0.01 0.00
H -7.0357 1.7412 4.0259 0.02 0.00 -0.01
H -6.5509 0.2223 2.1334 0.00 0.01 0.01
H -4.3577 0.2874 1.0235 0.03 0.02 0.02
H 1.0837 2.3352 1.5187 0.07 0.13 0.11
H 2.5037 4.3245 1.6453 -0.03 0.01 0.00
H 1.4671 6.5682 1.9259 0.00 -0.02 0.00
H -0.9945 6.7686 2.0787 0.01 -0.01 0.00
H -2.4113 4.7783 1.9579 0.00 -0.04 0.01
C -0.2107 3.5129 -1.9135 -0.02 0.10 0.10
C 0.0138 2.0060 -2.0552 -0.10 0.12 -0.03
C -0.8039 1.4840 -3.2390 -0.08 0.00 -0.18
C 1.4944 1.7209 -2.2950 0.25 0.07 -0.23
N -0.2916 1.2865 -0.8418 -0.20 -0.50 0.20
H -0.0928 4.0352 -2.8682 0.01 -0.06 0.03
H 0.4863 3.9442 -1.1903 -0.05 -0.02 0.01
H -1.2260 3.6899 -1.5493 0.03 0.01 -0.01
H -0.4163 1.8681 -4.1884 -0.02 0.01 0.06
H -1.8484 1.7926 -3.1624 0.03 -0.03 0.03
H -0.7774 0.3922 -3.2672 0.01 0.01 0.00
H 1.8922 2.2378 -3.1726 -0.04 0.02 0.01
H 1.6479 0.6422 -2.4775 -0.13 0.07 0.02
H 2.0804 2.0421 -1.4255 -0.03 -0.03 -0.02
Ge 0.7343 -2.8866 -0.4440 0.25 -1.57 -0.72
C -1.0825 -3.6856 -0.3974 -0.07 -0.10 0.01
C -1.3016 -5.0006 0.0280 -0.11 0.08 -0.02
C -2.5812 -5.5462 0.0549 0.05 0.07 -0.02
C -3.6724 -4.7855 -0.3465 0.05 0.01 0.00
C -3.4756 -3.4788 -0.7722 0.07 -0.01 0.01
C -2.1944 -2.9352 -0.7930 -0.06 -0.07 0.03
C 1.3799 -3.2855 -2.2901 0.10 -0.07 -0.08
C 1.0087 -2.4485 -3.3480 0.05 -0.03 -0.04
C 1.4439 -2.6717 -4.6508 0.02 -0.03 0.10
C 2.2812 -3.7451 -4.9248 -0.01 0.00 0.03
C 2.6699 -4.5893 -3.8921 -0.04 0.06 0.07
C 2.2232 -4.3610 -2.5931 -0.01 0.09 -0.07
H 1.5591 -3.9511 0.3757 -0.11 0.18 -0.07
H -0.4641 -5.6140 0.3425 0.02 0.04 -0.01
H -2.7253 -6.5676 0.3869 0.00 0.01 0.00
H -4.6689 -5.2100 -0.3264 0.01 0.01 0.00
H -4.3185 -2.8737 -1.0856 0.00 -0.02 0.01
H -2.0831 -1.8997 -1.1061 0.06 0.00 0.01
H 0.3506 -1.6038 -3.1631 -0.02 0.00 0.04
H 1.1273 -2.0098 -5.4486 0.00 -0.01 0.01
H 2.6238 -3.9267 -5.9363 -0.01 0.00 0.01
H 3.3177 -5.4334 -4.0996 -0.01 0.01 0.01
H 2.5362 -5.0388 -1.8058 -0.04 0.03 0.01
```
Forces are in eV/Å.

Its molar mass is 806.97 g mol⁻¹. Its relative energy (zero: lowest compared OMol25 entry of this formula, charge and spin) is 21.3 kcal/mol. For the HOMO energy, the calculation gives -5.45 eV. The value obtained for the orbital gap is 5.384 eV.

Löwdin atomic charge list, values in e, 2 entries: atom 1 (Y): 1.047, atom 2 (S): 0.620